C60H49F3GaN2O2P2SSb as an isolated structure. Source: the Open Molecules 2025 dataset; level of theory: ωB97M-V/def2-TZVPD.

Properties
Spin multiplicity: 1
HOMO energy, eV: -12.545
Charge: +2
Total energy, eV: -166554.912
LUMO level, hartree: -0.264
Energy above the lowest of the compared OMol25 structures with the same formula, charge and spin, kJ/mol: 391.15
Strongest force on any atom, eV Å⁻¹: 1.23

Geometry as XYZ:
```
121
Properties=species:S:1:pos:R:3:forces:R:3
Sb 2.1382 1.2900 -0.3732 0.1 0.4 -0.3
Ga -0.5079 -0.0355 0.4291 -0.7 0.0 1.0
S 1.5557 -1.6312 1.5325 0.6 0.3 -0.2
P -2.2360 -1.5273 -2.1001 0.5 -0.7 0.3
P -2.0317 1.0910 -1.6254 0.7 0.9 -0.4
F 2.5414 6.4156 -3.9192 0.0 0.0 0.0
F 6.1234 3.4034 3.9059 0.0 0.0 0.0
F 4.6988 -2.4152 -4.6550 0.1 0.0 0.0
O 2.7630 -0.8374 1.5568 0.0 0.1 0.2
O 1.0670 -1.9383 0.1839 0.3 -0.1 0.2
N -1.7522 0.7762 2.0589 0.4 0.0 -0.6
N 0.2840 -0.8178 2.0873 -0.1 -0.1 -1.0
C 3.0539 2.7208 2.1616 0.0 0.0 0.0
C 2.8847 -2.9720 3.4490 0.0 0.1 0.0
C -3.3769 2.1531 3.1170 -0.1 0.0 0.1
C 2.2916 -5.1729 4.2526 0.0 0.1 0.0
C -2.6480 2.1759 4.2781 0.0 0.0 0.0
C 3.9251 3.1860 3.1332 0.0 0.1 0.1
C 2.4086 5.3198 -3.1715 -0.1 -0.1 0.1
C -1.0431 0.7360 3.2175 0.1 0.1 0.3
C -1.4703 -2.8012 0.3684 -0.3 -0.3 -0.1
C -1.3527 4.3662 0.8151 0.1 0.0 0.0
C 5.7848 2.2625 1.8872 0.1 0.1 0.0
C -1.1443 3.2228 0.0643 -0.1 0.0 0.2
C -1.4296 1.4691 4.3615 0.0 -0.1 -0.3
C -2.3337 -3.2418 -2.7408 -0.1 0.2 -0.1
C 3.1166 0.0342 -1.7950 -0.2 0.2 0.4
C 3.3955 3.4914 -2.0073 0.0 0.0 0.0
C -3.7335 2.7385 -4.9320 0.0 0.1 0.0
C -3.4622 -5.3721 -2.6289 0.0 0.0 0.0
C -1.5195 -3.7346 -3.7576 0.0 0.1 0.1
C -3.4673 -1.4550 0.3779 -0.2 0.0 0.2
C 1.1411 4.9103 -2.8023 0.0 0.0 0.0
C -5.2919 1.0725 -4.1751 -0.1 0.0 0.0
C 3.0923 -4.0292 4.3138 -0.1 -0.1 0.0
C 0.1257 -0.0754 3.2436 0.2 0.1 0.4
C 3.4156 -0.5339 -4.1179 0.0 -0.1 -0.1
C 3.5457 2.0452 1.0526 -0.5 -0.6 -0.2
C 0.9287 -0.0517 4.3572 -0.1 -0.1 -0.3
C -2.8843 2.4286 -3.8836 0.0 -0.1 0.1
C -1.7247 -3.1651 1.6899 -0.3 -0.1 0.0
C 2.8716 0.2859 -3.1438 0.1 0.1 0.0
C -2.0892 2.7803 -0.8632 -0.1 -0.3 0.2
C -2.8542 -2.6992 2.3376 0.0 0.1 -0.1
C -0.5141 -0.9381 -2.5682 -0.3 0.0 0.2
C -1.6649 -5.0462 -4.1873 0.0 0.0 -0.1
C 3.5428 4.6234 -2.7901 0.1 0.0 0.0
C -2.5380 5.0767 0.6869 0.0 0.0 0.0
C -3.7364 -1.8506 1.6745 -0.1 0.1 -0.1
C 4.1954 -1.6072 -3.7225 -0.1 0.1 0.1
C -2.6264 -5.8673 -3.6220 0.0 0.0 0.0
C 2.5033 -6.2993 5.2176 0.1 0.0 0.0
C -3.3240 -4.0660 -2.1968 0.1 0.0 0.0
C 1.0962 -4.2034 2.3836 0.3 -0.1 -0.2
C 0.5678 0.7247 5.4747 -0.1 0.1 0.1
C 5.2798 2.9541 2.9741 -0.1 -0.1 -0.1
C 1.3162 -5.2524 3.2578 0.0 0.0 0.0
C -0.5889 1.4534 5.4972 0.1 -0.1 0.1
C -3.2824 3.5035 -0.9741 0.1 0.0 0.0
C 1.8649 -3.0564 2.5061 -0.1 0.2 -0.1
C -4.9392 2.0638 -5.0763 0.0 0.0 0.0
C 4.4594 -1.8718 -2.3901 0.1 -0.1 -0.1
C -3.5014 4.6413 -0.2092 0.1 0.0 0.1
C 3.9099 -1.0465 -1.4232 0.0 0.0 0.1
C -0.5438 0.6164 -2.6308 -0.1 -0.1 0.0
C -3.2311 1.4152 -2.9887 -0.2 -0.3 0.2
C 1.0068 3.7655 -2.0290 0.1 0.0 -0.2
C 2.1292 3.0558 -1.6257 -0.2 -0.5 0.4
C -4.4338 0.7420 -3.1341 0.0 0.0 0.0
C -2.8750 1.4622 2.0096 0.1 -0.1 -0.1
C 4.9053 1.7983 0.9216 0.0 0.0 -0.1
C -2.3289 -1.9194 -0.2910 0.4 0.1 -0.1
H -0.2127 2.6848 0.2014 -0.2 0.1 0.0
H 3.8864 -3.9660 5.0466 0.0 0.0 0.0
H -1.9591 2.9789 -3.7521 0.0 0.0 -0.1
H 1.2148 0.7190 6.3416 0.0 0.0 0.0
H 3.5124 -2.0911 3.4800 0.0 0.0 0.1
H -5.6099 2.3248 -5.8836 0.0 0.0 0.0
H 0.2779 5.4858 -3.1089 0.0 0.0 0.0
H -0.6366 -3.2275 -0.1750 -0.2 0.0 0.1
H -1.0252 -5.4182 -4.9764 0.0 0.0 0.0
H -0.6719 0.9472 -3.6592 0.0 0.1 0.0
H -3.0647 -3.0017 3.3549 0.0 0.0 0.0
H 6.8509 2.0971 1.8095 0.0 0.0 0.0
H 1.9880 2.8882 2.2778 0.0 0.0 0.1
H -0.8717 2.0141 6.3781 0.0 0.0 0.0
H 5.2859 1.2423 0.0726 0.0 0.0 0.0
H -2.7293 -6.8898 -3.9589 0.0 0.0 0.0
H 1.8322 -0.6443 4.3853 0.0 0.0 0.0
H 0.0141 3.4410 -1.7514 0.3 0.2 -0.2
H -4.1564 -0.7944 -0.1392 0.0 0.0 0.0
H 0.3717 1.0561 -2.2442 -0.2 0.0 -0.2
H 1.6986 -7.0287 5.1596 0.0 0.0 0.0
H -4.2258 -6.0032 -2.1945 0.0 0.0 0.0
H -1.0525 -3.8349 2.2097 -0.7 0.3 0.0
H 4.0985 -1.2467 -0.3777 0.0 -0.1 0.0
H 3.2450 -0.3544 -5.1708 0.0 0.0 0.0
H -3.4608 3.5233 -5.6250 0.0 0.0 0.0
H -4.6336 -1.5088 2.1747 0.0 0.0 0.0
H -0.5886 4.7061 1.5028 0.0 0.0 0.0
H 4.2797 2.9441 -1.7018 0.0 0.1 0.0
H -4.0553 3.1853 -1.6578 0.0 0.0 0.0
H 3.5725 3.7244 4.0027 0.0 0.0 0.0
H -3.9798 -3.6864 -1.4225 0.0 0.0 0.0
H -6.2426 0.5653 -4.2705 0.0 0.0 0.0
H -3.3915 1.4765 1.0586 -0.1 0.0 0.0
H 2.5697 -5.9264 6.2393 0.0 0.0 0.0
H -4.3177 2.6769 3.0277 0.0 0.0 0.0
H 0.2478 -1.3519 -1.9063 0.2 0.1 -0.1
H 2.2769 1.1399 -3.4457 0.0 0.0 -0.1
H 0.3599 -4.2824 1.5937 0.6 -0.2 0.0
H 3.4440 -6.8085 4.9996 0.0 0.0 0.0
H -0.3075 -1.3257 -3.5634 0.0 0.0 0.0
H 4.5193 4.9707 -3.0990 0.0 0.0 0.0
H -2.7077 5.9614 1.2860 0.0 0.0 0.0
H -0.7640 -3.1127 -4.2170 0.0 -0.1 0.0
H 0.7235 -6.1532 3.1645 0.0 0.0 0.0
H -2.9984 2.7352 5.1368 0.0 0.0 0.0
H -4.7086 -0.0440 -2.4415 0.0 0.0 0.0
H -4.4282 5.1891 -0.3156 0.0 0.0 0.0
H 5.0821 -2.7171 -2.1302 0.0 0.0 0.0
```
Forces are in eV/Å.